The following is a quantum chemistry calculation of 2 unconnected molecules or ions with the total composition C4H9NO, from the OMol25 dataset.

```
! RIJCOSX wB97M-V def2-TZVPD def2/J DEFGRID3
* xyz 0 1
C -1.42 1.01 -0.22
C -0.33 0.27 -0.07
N 0.11 -1.07 0.05
C 1.05 0.06 0.31
C 1.39 0.13 1.77
H -1.38 2.07 -0.42
H -2.42 0.58 -0.17
H 0.30 -1.49 -0.86
H 1.86 0.23 -0.40
H 1.75 1.12 2.06
H 0.49 -0.12 2.34
H 2.15 -0.63 2.00
O -1.19 -0.76 -2.52
H -0.76 -0.06 -2.01
H -1.63 -1.32 -1.86
*
```

- E_tot: -7829.117 eV
- LUMO energy: 0.96 eV
- SMILES: C=C1N[C@@H]1C.O
- Energy above the lowest of the compared OMol25 structures with the same formula, charge and spin: 73.9 kcal per mole
- Molar mass: 87.122 g/mol

Here are the Mulliken charges for atoms 1 to 5, given in e: C -0.64; C -0.23; N -0.65; C 0.48; C -1.19

***

The following is a quantum chemistry calculation of 2 unconnected molecules or ions with the total composition C4H9NO at a distorted geometry, from the OMol25 dataset.

```
! RIJCOSX wB97M-V def2-TZVPD def2/J DEFGRID3
* xyz 0 1
O -0.23 1.48 1.12
C -0.64 1.08 0.05
C -1.05 -0.29 -0.22
C 0.47 -0.49 -0.70
C 1.82 -0.10 -0.07
N 1.18 -1.37 0.20
H -0.61 1.68 -0.88
H -1.80 -0.47 -1.01
H -1.24 -0.94 0.64
H 0.55 -0.57 -1.78
H 1.91 0.60 0.76
H 2.69 -0.12 -0.74
H 1.57 -2.15 -0.30
H -2.60 0.66 1.30
H -2.02 1.01 1.62
*
```

- E_tot: -7827.609 eV
- LUMO energy: 0.93 eV
- SMILES: O=CC[C@H]1CN1.[H][H]
- Energy above the lowest of the compared OMol25 structures with the same formula, charge and spin: 108.6 kcal per mole
- Molar mass: 87.122 g/mol

Here are the Mulliken charges for atoms 1 to 5, given in e: O -0.57; C 0.14; C -0.72; C -0.09; C -0.37

***

The following is a quantum chemistry calculation of a single C4H9NO molecule, from the OMol25 dataset.

```
! RIJCOSX wB97M-V def2-TZVPD def2/J DEFGRID3
* xyz 0 1
C -2.11 0.51 0.15
C -1.24 -0.46 -0.66
N 0.19 -0.18 -0.54
C 1.03 -0.55 0.47
C 2.39 0.15 0.33
O 0.75 -1.31 1.38
H -3.17 0.31 -0.01
H -1.91 1.54 -0.13
H -1.90 0.39 1.22
H -1.43 -1.49 -0.35
H -1.51 -0.39 -1.72
H 0.63 0.52 -1.10
H 2.55 0.76 -0.56
H 3.18 -0.61 0.34
H 2.53 0.80 1.20
*
```

- E_tot: -7831.993 eV
- LUMO energy: 0.89 eV
- SMILES: CCNC(C)=O
- Energy above the lowest of the compared OMol25 structures with the same formula, charge and spin: 7.5 kcal per mole
- Molar mass: 87.122 g/mol

Here are the Mulliken charges for atoms 1 to 5, given in e: C -1.02; C -0.45; N -0.19; C 0.63; C -0.92

***

The following is a quantum chemistry calculation of a single C4H9NO molecule, from the OMol25 dataset.

```
! RIJCOSX wB97M-V def2-TZVPD def2/J DEFGRID3
* xyz 0 1
C -1.41 0.73 0.46
C -0.83 -0.03 -0.71
N 0.43 0.45 -1.28
C 0.43 -0.79 -0.50
C 1.14 -0.67 0.85
O 1.59 0.63 1.09
H -2.00 0.05 1.09
H -0.60 1.13 1.07
H -2.05 1.56 0.14
H -1.55 -0.45 -1.42
H 0.49 0.27 -2.28
H 0.57 -1.73 -1.04
H 1.98 -1.38 0.90
H 0.43 -0.95 1.64
H 1.51 1.10 0.24
*
```

- E_tot: -7830.366 eV
- LUMO energy: 0.98 eV
- SMILES: C[C@H]1N[C@H]1CO
- Energy above the lowest of the compared OMol25 structures with the same formula, charge and spin: 45.1 kcal per mole
- Molar mass: 87.122 g/mol

Here are the Mulliken charges for atoms 1 to 5, given in e: C -1.30; C 0.35; N -0.67; C -0.12; C -0.72

***

The following is a quantum chemistry calculation of 2 unconnected molecules or ions with the total composition C4H9NO at a distorted geometry, from the OMol25 dataset.

```
! RIJCOSX wB97M-V def2-TZVPD def2/J DEFGRID3
* xyz 0 1
C 1.69 0.69 0.28
N 1.06 1.02 -0.74
C -0.03 0.28 -1.32
C -0.23 -1.00 -1.05
C -1.24 -1.81 -1.81
H 1.42 -0.13 0.95
H 2.56 1.23 0.67
H -0.59 0.98 -1.91
H 0.40 -1.51 -0.33
H -1.71 -1.26 -2.62
H -2.04 -2.25 -1.21
H -0.71 -2.69 -2.20
O 0.02 2.26 4.08
H -0.45 1.42 3.94
H -0.16 2.76 3.28
*
```

- E_tot: -7829.750 eV
- LUMO energy: 0.65 eV
- SMILES: C=N/C=C/C.O
- Energy above the lowest of the compared OMol25 structures with the same formula, charge and spin: 59.3 kcal per mole
- Molar mass: 87.122 g/mol

Here are the Mulliken charges for atoms 1 to 5, given in e: C -0.21; N -0.48; C -0.02; C -0.09; C -1.11

***

The following is a quantum chemistry calculation of a single C4H9NO molecule, from the OMol25 dataset.

```
! RIJCOSX wB97M-V def2-TZVPD def2/J DEFGRID3
* xyz 0 1
C 2.17 -0.11 -0.47
C 0.72 0.33 -0.62
C -0.12 0.03 0.63
C -1.56 0.45 0.42
N -2.48 -0.56 0.42
O -1.88 1.61 0.24
H 2.75 0.11 -1.36
H 2.23 -1.20 -0.29
H 2.65 0.39 0.38
H 0.66 1.41 -0.82
H 0.27 -0.17 -1.49
H -0.04 -1.03 0.89
H 0.27 0.61 1.47
H -3.43 -0.34 0.17
H -2.20 -1.53 0.43
*
```

- E_tot: -7832.265 eV
- LUMO energy: 0.92 eV
- SMILES: CCCC(N)=O
- Energy above the lowest of the compared OMol25 structures with the same formula, charge and spin: 1.3 kcal per mole
- Molar mass: 87.122 g/mol

Here are the Mulliken charges for atoms 1 to 5, given in e: C -1.19; C -0.32; C -0.49; C 0.44; N -0.39